1.
Entry from OMol25: a structure of composition C27H22BF4N4O4SSbSe4W at a distorted geometry (ωB97M-V with the def2-TZVPD basis set).

```
! RIJCOSX wB97M-V def2-TZVPD def2/J DEFGRID3
* xyz 0 1
W 1.848 1.289 -0.933
C -1.350 -2.743 3.464
C -0.719 -1.386 3.299
C -1.521 -0.248 3.215
C -0.971 1.003 3.025
C 0.412 1.111 2.939
C 1.239 0.009 3.086
C 0.663 -1.236 3.250
S 1.152 2.634 2.589
O 1.477 3.382 3.768
O -0.041 3.418 1.941
N 2.236 2.318 1.573
C 3.258 3.187 1.168
C 3.595 4.392 1.790
C 4.617 5.139 1.242
C 5.278 4.667 0.126
C 4.867 3.469 -0.422
N 3.870 2.744 0.069
H -2.216 -2.847 2.805
H -1.701 -2.874 4.492
H -0.641 -3.541 3.239
H -2.601 -0.351 3.273
H -1.597 1.881 2.916
H 2.316 0.117 3.070
H 1.309 -2.107 3.313
H 3.039 4.725 2.654
H 4.888 6.093 1.683
H 6.101 5.214 -0.317
H 5.348 3.048 -1.286
Se 3.538 -2.048 -3.177
Sb 3.950 -0.045 -1.928
Se 2.756 1.885 -3.080
Se 2.935 -0.327 0.415
Se 6.289 0.415 -1.734
O -0.058 1.588 -2.753
C -0.266 0.397 -2.544
N -1.392 -0.316 -2.811
C -1.494 -1.438 -1.860
C -0.118 -1.275 -1.106
O 0.167 -1.834 -0.084
N 0.662 -0.342 -1.838
C -1.440 -2.824 -2.523
C -1.438 -3.968 -1.723
C -1.320 -5.223 -2.302
C -1.195 -5.348 -3.683
C -1.183 -4.213 -4.477
C -1.300 -2.951 -3.897
C -2.704 -1.208 -0.947
C -3.835 -2.020 -1.013
C -4.965 -1.715 -0.259
C -4.980 -0.591 0.554
C -3.858 0.231 0.611
C -2.730 -0.075 -0.135
H -2.207 0.155 -3.167
H -1.504 -3.868 -0.646
H -1.305 -6.104 -1.671
H -1.098 -6.330 -4.133
H -1.060 -4.301 -5.551
H -1.269 -2.064 -4.520
H -3.836 -2.885 -1.666
H -5.841 -2.351 -0.328
H -5.864 -0.350 1.133
H -3.871 1.125 1.226
H -1.873 0.592 -0.099
F -1.473 3.490 0.075
B -0.541 4.064 0.811
F 0.281 1.141 0.050
F -0.177 5.308 0.538
F 1.458 3.116 -0.790
*
```

Calculated values
LUMO energy in hartree: -0.109
Electronic energy in eV: -334642.239
HOMO-LUMO gap in eV: 4.293

natural (NBO) atomic charge list, values in e, 2 entries: 1.27, -0.64

***

2.
Entry from OMol25: a cluster of 2 separate species, C4H14N3O in total at a distorted geometry (ωB97M-V with the def2-TZVPD basis set).

```
! RIJCOSX wB97M-V def2-TZVPD def2/J DEFGRID3
* xyz 1 1
C 0.879 -0.437 0.292
C 1.191 -1.190 1.602
C -0.359 1.586 0.725
N -0.345 0.287 0.390
N 0.621 2.152 1.471
N -1.648 2.230 0.685
H 1.688 0.298 0.060
H 1.011 -1.082 -0.638
H 0.430 -1.819 1.836
H 1.432 -0.394 2.257
H -1.109 -0.145 -0.148
H 1.527 2.460 1.286
H 0.482 2.098 2.449
H -2.403 1.749 0.247
H -1.880 3.106 1.037
H 2.137 -1.885 1.450
C -0.533 -1.382 -2.835
O -0.834 -1.449 -1.455
H -1.000 -2.281 -1.101
H 0.295 -0.589 -2.935
H -0.300 -2.398 -3.240
H -1.279 -0.914 -3.434
*
```

Calculated values
Energy relative to the best compared isomer or geometry (same formula, charge and spin) in kcal per mole: 70.36
LUMO energy in hartree: -0.140
Electronic energy in eV: -10885.110
HOMO-LUMO gap in eV: 10.270

natural (NBO) atomic charge list, values in e, 2 entries: -0.25, -0.61

***

3.
Entry from OMol25: a structure of composition C35H41AsN3O2P2STi at a distorted geometry (ωB97M-V with the def2-TZVPD basis set).

```
! RIJCOSX wB97M-V def2-TZVPD def2/J DEFGRID3
* xyz 1 3
Ti 0.023 -0.074 0.007
C -3.354 0.311 0.806
P -1.893 1.421 0.870
C -2.601 3.106 0.856
C -3.667 3.422 0.013
C -4.107 4.734 -0.116
C -3.477 5.755 0.581
C -2.418 5.454 1.428
C -1.986 4.141 1.565
C -1.376 1.171 2.606
C -0.240 0.393 2.803
C 0.197 0.059 4.075
C -0.512 0.523 5.173
C -1.653 1.298 4.994
C -2.088 1.618 3.716
C -2.867 -1.083 0.535
C -3.554 -2.258 0.684
C -2.706 -3.293 0.203
C -1.552 -2.693 -0.225
C -0.374 -3.329 -0.893
P 1.111 -2.307 -0.499
C 1.760 -3.249 0.933
C 1.151 -2.962 2.158
C 1.504 -3.647 3.311
C 2.485 -4.628 3.262
C 3.071 -4.949 2.047
C 2.703 -4.276 0.888
C 2.214 -2.593 -1.932
C 1.656 -2.429 -3.204
C 2.430 -2.550 -4.347
C 3.788 -2.820 -4.245
C 4.362 -2.962 -2.993
C 3.583 -2.847 -1.847
N -1.604 -1.316 -0.015
H -4.034 0.647 0.022
H -3.893 0.369 1.750
H -4.175 2.641 -0.541
H -4.950 4.956 -0.760
H -3.813 6.779 0.471
H -1.935 6.243 1.993
H -1.185 3.912 2.261
H 0.332 0.055 1.951
H 1.081 -0.553 4.206
H -0.175 0.280 6.174
H -2.208 1.648 5.857
H -2.982 2.216 3.583
H -4.555 -2.366 1.084
H -2.926 -4.352 0.165
H -0.507 -3.377 -1.973
H -0.231 -4.346 -0.536
H 0.361 -2.224 2.199
H 1.004 -3.423 4.247
H 2.778 -5.153 4.163
H 3.808 -5.743 1.994
H 3.129 -4.589 -0.054
H 0.607 -2.193 -3.300
H 1.973 -2.435 -5.322
H 4.396 -2.917 -5.137
H 5.423 -3.168 -2.900
H 4.058 -2.954 -0.883
C 4.704 -0.113 0.220
O 4.141 1.202 0.397
C 2.832 1.299 0.521
O 2.073 0.324 0.582
N 2.496 2.595 0.655
N 1.156 2.964 0.678
H 5.770 0.005 0.374
H 4.503 -0.454 -0.787
H 4.288 -0.810 0.942
H 3.208 3.268 0.422
H 0.892 3.388 -0.198
H 0.994 3.608 1.439
C -1.260 3.457 -2.757
As -0.916 1.611 -3.173
C -2.533 0.598 -2.926
C -0.591 1.618 -5.068
S 0.830 0.880 -2.227
H -2.020 3.840 -3.436
H -0.327 3.995 -2.909
H -1.600 3.569 -1.730
H -3.377 1.284 -2.875
H -2.459 0.000 -2.021
H -2.644 -0.060 -3.786
H -1.406 2.104 -5.600
H -0.486 0.591 -5.402
H 0.342 2.144 -5.244
*
```

Calculated values
Energy relative to the best compared isomer or geometry (same formula, charge and spin) in kcal per mole: 6.60
LUMO energy (spin up / spin down) in hartree: -0.071 / -0.071
Electronic energy in eV: -158888.981
Expectation value of S²: 2.005
HOMO-LUMO gap (spin up / spin down) in eV: 6.945 / 7.469

Mulliken atomic charge list, values in e, 2 entries: -0.51, -1.30

***

4.
Entry from OMol25: a cluster of 5 separate species, C14H26Cl6N2 in total at a distorted geometry (ωB97M-V with the def2-TZVPD basis set).

```
! RIJCOSX wB97M-V def2-TZVPD def2/J DEFGRID3
* xyz 0 1
C 6.669 -0.221 1.005
C 7.014 1.160 1.690
C 6.232 2.361 1.014
C 6.515 2.488 -0.406
N 6.741 2.583 -1.538
H 7.204 -1.011 1.532
H 7.014 -0.240 -0.028
H 5.591 -0.385 1.022
H 8.080 1.386 1.674
H 6.768 1.238 2.749
H 6.505 3.277 1.538
H 5.168 2.131 1.049
C -1.231 0.256 -2.733
C -2.135 1.476 -2.354
C -3.613 1.222 -2.658
C -4.230 0.248 -1.780
N -4.731 -0.488 -1.052
H -0.858 0.361 -3.752
H -1.697 -0.720 -2.601
H -0.387 0.317 -2.046
H -1.732 2.351 -2.865
H -2.040 1.761 -1.307
H -3.839 0.805 -3.639
H -4.195 2.116 -2.432
Cl -3.469 2.085 1.588
C -4.401 0.793 2.443
C -3.473 -0.395 2.624
Cl -2.222 -0.058 3.914
H -5.235 0.506 1.803
H -4.734 1.249 3.375
H -3.071 -0.820 1.705
H -4.029 -1.221 3.069
Cl -0.042 -1.371 0.578
C 0.075 0.292 1.310
C 1.178 1.191 0.626
Cl 2.823 0.590 1.025
H 0.134 0.225 2.397
H -0.861 0.825 1.146
H 1.183 2.182 1.079
H 1.066 1.254 -0.457
Cl -4.600 -5.213 -1.708
C -3.717 -3.752 -1.287
C -2.227 -4.039 -1.118
Cl -1.419 -4.576 -2.644
H -4.129 -3.459 -0.321
H -3.973 -2.998 -2.031
H -1.934 -4.677 -0.284
H -1.732 -3.089 -0.914
*
```

Calculated values
Energy relative to the best compared isomer or geometry (same formula, charge and spin) in kcal per mole: 7.57
LUMO energy in hartree: 0.012
Electronic energy in eV: -93054.303
HOMO-LUMO gap in eV: 10.899
Structure (SMILES): CCCC#N.CCCC#N.ClCCCl.ClCCCl.ClCCCl

natural (NBO) atomic charge list, values in e, 2 entries: -0.62, -0.37

***

5.
Entry from OMol25: a cluster of 2 separate species, C11H20F5IN3O in total at a distorted geometry (ωB97M-V with the def2-TZVPD basis set).

```
! RIJCOSX wB97M-V def2-TZVPD def2/J DEFGRID3
* xyz 1 1
N -2.023 0.934 2.330
C -1.274 0.593 1.261
N -1.848 -0.084 0.125
C -0.853 -0.353 -0.961
C 0.557 -0.907 -0.459
C 1.037 -0.210 0.927
C 0.857 -1.371 2.058
C 2.196 -2.194 2.336
C 1.936 -3.019 3.716
I 2.840 -2.070 5.456
N 0.151 0.910 1.359
C 0.499 2.200 0.761
F 0.879 2.150 -0.594
F -0.626 3.076 0.818
C 1.750 2.873 1.550
F 2.972 2.492 0.955
F 1.700 4.276 1.481
F 1.656 2.427 2.884
H -2.973 1.312 2.265
H -1.584 0.736 3.245
H -2.156 -1.017 0.469
H -1.296 -1.165 -1.643
H -0.762 0.584 -1.612
H 0.646 -2.037 -0.407
H 1.330 -0.560 -1.241
H 2.137 0.096 0.860
H -0.033 -2.032 1.748
H 0.537 -0.829 3.007
H 3.034 -1.455 2.541
H 2.409 -2.908 1.479
H 0.801 -2.996 3.901
H 2.254 -4.104 3.644
C -1.595 1.317 -5.253
C -1.726 -0.161 -4.940
O -2.422 -0.345 -3.709
H -1.060 1.833 -4.452
H -1.059 1.471 -6.192
H -2.581 1.784 -5.331
H -0.740 -0.620 -4.842
H -2.271 -0.681 -5.733
H -3.296 0.054 -3.806
*
```

Calculated values
LUMO energy in hartree: -0.182
Electronic energy in eV: -39928.550
HOMO-LUMO gap in eV: 6.932

natural (NBO) atomic charge list, values in e, 2 entries: -0.74, 0.78

***

6.
Entry from OMol25: a structure of composition C32H21F7N5O9SW (ωB97M-V with the def2-TZVPD basis set).

```
! RIJCOSX wB97M-V def2-TZVPD def2/J DEFGRID3
* xyz 1 1
W -0.977 -0.491 -0.866
O -3.237 1.036 -1.505
C -4.426 0.402 -1.987
C -4.589 -0.897 -1.236
N -3.447 -1.825 -1.375
C -3.294 -2.308 -2.726
C -2.406 -1.329 -3.491
O -2.453 -1.087 -4.644
O -1.511 -0.685 -2.655
C -3.407 -2.739 -0.253
C -2.811 -1.993 0.943
O -2.827 -2.327 2.070
O -2.209 -0.806 0.521
H -3.069 1.840 -2.012
H -4.383 0.259 -3.069
H -5.294 1.028 -1.767
H -5.500 -1.393 -1.589
H -4.729 -0.679 -0.177
H -4.232 -2.418 -3.273
H -2.806 -3.282 -2.740
H -2.762 -3.593 -0.461
H -4.387 -3.116 0.050
F 0.295 -5.492 -2.517
C 0.616 -4.499 -1.689
C -0.273 -3.441 -1.564
C 0.003 -2.406 -0.683
C 1.220 -2.419 0.020
C 2.088 -3.485 -0.170
F 3.255 -3.508 0.473
C 1.808 -4.546 -1.010
C 1.421 -1.326 0.967
C 2.487 -1.151 1.829
C 2.399 -0.194 2.827
C 1.201 0.478 3.004
C 0.192 0.277 2.087
N 0.330 -0.529 1.022
H -1.149 -3.478 -2.189
H 2.502 -5.367 -1.124
H 3.374 -1.752 1.727
H 3.233 0.002 3.486
H 1.069 1.166 3.828
H -0.749 0.789 2.186
F 5.178 -2.074 -4.146
C 4.089 -1.612 -3.566
C 2.841 -2.000 -4.028
F 2.743 -2.839 -5.048
C 1.691 -1.519 -3.426
F 0.508 -1.921 -3.898
C 1.777 -0.646 -2.343
O 0.697 -0.191 -1.684
C 3.042 -0.262 -1.896
F 3.136 0.577 -0.866
C 4.192 -0.732 -2.497
F 5.379 -0.357 -2.054
O 4.226 4.230 5.616
S 3.489 3.371 4.735
O 4.151 2.989 3.503
O 2.767 2.273 5.372
C 2.047 4.345 4.163
N 1.477 5.270 4.938
C 0.324 5.770 4.532
C -0.326 5.355 3.368
C 0.372 4.426 2.619
N 1.549 3.940 3.000
C -0.119 3.671 1.440
C 0.828 3.174 0.533
C 0.480 2.183 -0.340
N -0.746 1.588 -0.314
C -1.690 2.170 0.475
C -1.434 3.245 1.290
H -0.135 6.509 5.180
H -1.283 5.764 3.076
H 1.853 3.515 0.593
H 1.206 1.763 -1.009
H -2.661 1.705 0.475
H -2.220 3.605 1.940
*
```

Calculated values
Energy relative to the best compared isomer or geometry (same formula, charge and spin) in kcal per mole: 38.70
LUMO energy in hartree: -0.232
Electronic energy in eV: -91077.079
HOMO-LUMO gap in eV: 3.567

Mulliken atomic charge list, values in e, 2 entries: 2.62, -0.33